Record 1
C39H35CsI2N4O3Se | ωB97M-V/def2-TZVPD

Structure (XYZ):
```
85
Properties=species:S:1:pos:R:3
Cs -0.314 0.505 0.386
I -1.831 4.696 7.395
C -1.005 3.888 5.650
C -0.817 2.519 5.546
C -0.291 1.983 4.387
I 0.047 -0.072 4.226
C 0.061 2.786 3.261
O 0.489 2.309 2.172
C -0.106 4.205 3.435
C 0.362 5.100 2.310
N -0.230 4.848 0.998
C -1.673 4.922 0.979
C -2.263 4.307 -0.268
C -3.498 4.734 -0.743
C -4.061 4.086 -1.830
C -3.377 3.031 -2.406
C -2.144 2.677 -1.875
N -1.593 3.307 -0.840
C -0.640 4.721 4.593
H -1.082 1.868 6.370
H 0.189 6.147 2.589
H 1.440 4.971 2.185
H 0.039 3.904 0.736
H -2.139 4.401 1.836
H -1.987 5.971 1.048
H -4.008 5.556 -0.254
H -5.027 4.395 -2.215
H -3.781 2.471 -3.238
H -1.592 1.839 -2.276
H -0.769 5.795 4.684
C 1.637 2.356 -2.500
O 0.663 1.341 -2.646
C 0.520 0.739 -3.844
C 1.232 1.086 -4.986
C 0.995 0.420 -6.182
C 0.053 -0.591 -6.255
C -0.652 -0.952 -5.115
C -0.423 -0.307 -3.906
N -1.113 -0.612 -2.709
N -1.517 -1.804 -2.666
C -2.216 -2.228 -1.555
C -2.762 -1.355 -0.551
O -2.699 -0.101 -0.571
C -3.400 -2.001 0.585
C -3.554 -3.338 0.681
C -3.100 -4.210 -0.356
C -3.294 -5.600 -0.277
C -2.852 -6.440 -1.268
C -2.186 -5.888 -2.373
C -1.975 -4.536 -2.471
C -2.432 -3.644 -1.471
H 2.642 1.949 -2.635
H 1.536 2.724 -1.481
H 1.452 3.180 -3.197
H 1.984 1.861 -4.941
H 1.561 0.701 -7.063
H -0.131 -1.102 -7.192
H -1.389 -1.743 -5.134
H -3.743 -1.330 1.364
H -4.027 -3.778 1.554
H -3.803 -5.995 0.597
H -3.003 -7.510 -1.196
H -1.816 -6.538 -3.158
H -1.440 -4.132 -3.317
C 3.920 -3.983 4.318
C 3.889 -3.220 3.020
C 4.667 -2.089 2.827
C 4.654 -1.379 1.629
C 5.506 -0.152 1.494
C 3.844 -1.805 0.561
Se 3.841 -0.876 -1.094
C 3.030 -2.942 0.760
C 2.110 -3.440 -0.318
C 3.073 -3.623 1.970
H 4.491 -3.442 5.075
H 4.381 -4.969 4.200
H 2.914 -4.143 4.713
H 5.301 -1.733 3.635
H 6.068 0.040 2.412
H 4.886 0.717 1.261
H 6.198 -0.254 0.656
H 1.697 -2.609 -0.889
H 1.298 -4.037 0.104
H 2.655 -4.056 -1.039
H 2.430 -4.491 2.098
```

For the LUMO energy, the calculation gives 0.122 Eh. The total energy is -4968.9542 hartree. As for the multiplicity: 1. The calculation puts the HOMO energy at -1.256 eV. The molar mass comes out at 1073.407 g mol⁻¹. Its total charge is -2.

---

Record 2
C19H28NPTeV | ωB97M-V/def2-TZVPD

Structure (XYZ):
```
51
Properties=species:S:1:pos:R:3
C 0.423 3.440 -3.585
C -0.805 2.889 -3.242
C -0.961 1.770 -2.398
C 0.211 1.174 -1.991
C 1.471 1.727 -2.229
C 1.581 2.888 -3.022
C -2.288 1.229 -1.887
C -2.484 -0.180 -1.372
N -1.867 -1.339 -2.193
V -0.539 -0.237 -0.538
C 2.573 1.073 -1.436
P 1.803 -0.505 -0.787
H -1.690 3.364 -3.635
H 2.551 3.364 -3.219
H 0.509 4.305 -4.256
H 2.936 1.619 -0.554
H 3.511 0.847 -1.955
H -2.698 1.912 -1.135
H -3.020 1.306 -2.685
H -2.309 -0.392 -0.162
C 3.077 -1.182 0.314
C 1.986 -1.547 -2.307
H -3.601 -0.261 -1.326
C -1.403 -0.985 -3.569
C -2.927 -2.407 -2.342
H 0.172 -1.127 0.685
H -2.073 -1.342 -4.371
H -1.372 0.077 -3.868
H -0.429 -1.451 -3.765
H -3.320 -2.543 -3.379
H -2.501 -3.367 -2.002
H -3.868 -2.161 -1.801
H 3.057 -1.698 -2.527
H 1.505 -2.523 -2.124
H 1.503 -1.056 -3.170
H 4.054 -1.147 -0.182
H 3.099 -0.589 1.237
H 2.826 -2.222 0.562
H -0.391 -1.790 0.100
Te -0.650 1.546 1.489
C -0.381 0.695 3.412
C -1.431 0.853 4.345
C -1.236 0.442 5.664
C -0.034 -0.143 6.076
C 0.993 -0.307 5.139
C 0.832 0.092 3.804
H -2.358 1.326 4.010
H -2.027 0.609 6.390
H 0.114 -0.440 7.111
H 1.937 -0.739 5.451
H 1.623 -0.035 3.062
```

Its expectation value of S² is 3.775. For the LUMO energy (alpha / beta), the calculation gives 0.016 / -0.008 Eh. The total energy is -2348.7115 hartree. As for the multiplicity: 4. The calculation puts the HOMO energy (alpha / beta) at -6.400 / -6.863 eV. The molar mass comes out at 479.958 g mol⁻¹. Its total charge is 0.

---

Record 3
C18H42NbO36S10 | ωB97M-V/def2-TZVPD

Structure (XYZ):
```
107
Properties=species:S:1:pos:R:3
S 0.499 0.606 -2.481
Nb 1.749 -1.474 -3.123
H 1.072 1.240 -1.391
H 3.140 -0.557 -3.883
H 2.704 -1.541 -1.577
H 0.394 -2.482 -2.404
H 0.903 -1.373 -4.763
H 2.469 -3.039 -3.713
C -2.514 2.662 -0.012
C -2.460 2.959 -1.501
O -3.812 2.854 -1.951
S -4.806 3.321 -0.753
O -5.168 4.691 -0.975
O -5.772 2.286 -0.539
O -3.722 3.274 0.453
H -2.585 1.589 0.173
H -1.653 3.065 0.521
H -1.819 2.261 -2.041
H -2.121 3.982 -1.687
C -0.804 -1.406 3.499
C -2.230 -1.651 3.032
O -2.385 -0.833 1.872
S -0.958 -0.730 1.102
O -0.951 -1.689 0.041
O -0.653 0.654 0.900
O -0.028 -1.295 2.304
H -0.725 -0.462 4.046
H -0.429 -2.218 4.123
H -2.967 -1.388 3.791
H -2.374 -2.694 2.732
C -0.887 5.989 3.679
C -2.213 5.272 3.476
O -1.978 3.930 3.905
S -0.888 3.941 5.106
O -1.592 3.884 6.352
O 0.169 3.035 4.767
O -0.355 5.459 4.895
H -0.186 5.759 2.872
H -1.011 7.069 3.756
H -2.542 5.292 2.437
H -2.994 5.698 4.112
C 3.291 0.794 5.835
C 3.191 1.370 7.237
O 2.023 0.775 7.801
S 1.843 -0.718 7.192
O 2.392 -1.654 8.129
O 0.518 -0.833 6.662
O 2.884 -0.571 5.957
H 2.599 1.295 5.152
H 4.303 0.855 5.434
H 3.108 2.457 7.235
H 4.049 1.073 7.848
C 4.937 2.104 -0.463
C 4.348 0.703 -0.519
O 5.127 -0.066 0.403
S 5.605 0.895 1.614
O 4.699 0.720 2.714
O 7.026 0.778 1.753
O 5.268 2.318 0.910
H 5.857 2.169 -1.050
H 4.233 2.862 -0.808
H 4.397 0.271 -1.519
H 3.311 0.697 -0.172
C -2.826 5.473 -4.051
C -3.284 5.731 -5.477
O -2.181 6.383 -6.107
S -0.798 5.829 -5.460
O -0.279 4.807 -6.315
O -0.020 6.952 -5.030
O -1.447 5.117 -4.153
H -2.900 6.379 -3.443
H -3.392 4.671 -3.575
H -4.177 6.355 -5.521
H -3.471 4.793 -6.008
C 7.396 -3.649 3.024
C 6.577 -4.856 2.592
O 5.657 -4.353 1.626
S 6.354 -3.125 0.817
O 6.882 -3.639 -0.411
O 5.482 -1.988 0.875
O 7.593 -2.881 1.838
H 6.844 -3.034 3.741
H 8.355 -3.935 3.457
H 6.046 -5.319 3.424
H 7.207 -5.605 2.101
C -3.205 -2.193 -2.064
C -4.440 -2.230 -1.182
O -5.528 -2.462 -2.078
S -5.012 -3.378 -3.313
O -5.359 -4.745 -3.035
O -5.356 -2.722 -4.538
O -3.422 -3.199 -3.059
H -3.109 -1.228 -2.569
H -2.293 -2.399 -1.505
H -4.586 -1.301 -0.631
H -4.398 -3.067 -0.478
C -3.798 -7.064 -4.675
C -4.252 -6.804 -6.102
O -3.148 -6.152 -6.728
S -1.766 -6.706 -6.078
O -1.245 -7.731 -6.935
O -0.989 -5.587 -5.647
O -2.418 -7.420 -4.774
H -3.875 -6.160 -4.066
H -4.365 -7.867 -4.202
H -5.144 -6.180 -6.148
H -4.436 -7.742 -6.635
```

For the LUMO energy, the calculation gives 0.051 Eh. The total energy is -7458.1305 hartree. As for the multiplicity: 1. The calculation puts the HOMO energy at -5.247 eV. The molar mass comes out at 1248.074 g mol⁻¹. Its total charge is -1.

---

Record 4
C2H2F3NO2 | ωB97M-V/def2-TZVPD

Structure (XYZ):
```
10
Properties=species:S:1:pos:R:3
C 0.313 0.944 -0.066
C -1.621 -0.075 -0.032
N 1.118 -0.098 -0.314
O 0.378 2.038 0.314
O 2.447 -0.200 0.041
F -2.238 0.186 1.125
F -1.248 -1.307 -0.030
F -2.574 0.055 -0.974
H 0.862 -0.854 -0.934
H 2.562 -0.690 0.868
```

For the LUMO energy, the calculation gives 0.006 Eh. The total energy is -582.1239 hartree. As for the multiplicity: 1. The calculation puts the HOMO energy at -9.756 eV. The molar mass comes out at 129.037 g mol⁻¹. Its total charge is 0.